[1]
The following is a DFT calculation (ωB97M-V with the def2-TZVPD basis set) of a molecular structure, C5F15MgNO13S5 at a distorted geometry.

CARTESIAN COORDINATES (ANGSTROEM)
Mg1 0.206 -0.546 -0.088
C1 3.832 -1.587 -1.353
F1 4.970 -2.264 -1.285
F2 3.869 -0.623 -0.440
F3 3.710 -1.042 -2.564
S1 2.329 -2.682 -1.037
O1 2.542 -3.210 0.305
O2 1.184 -1.750 -1.080
O3 2.391 -3.674 -2.087
C2 -3.495 -2.487 0.957
F4 -3.788 -1.561 1.863
F5 -4.280 -3.543 1.166
F6 -3.749 -1.984 -0.247
S2 -1.679 -3.000 1.034
O4 -1.471 -4.123 0.146
O5 -1.054 -1.737 0.539
O6 -1.478 -3.248 2.449
C3 -2.940 1.909 -1.774
F7 -3.702 2.430 -2.753
F8 -2.291 2.908 -1.160
F9 -3.777 1.336 -0.886
S3 -1.775 0.655 -2.546
O7 -2.662 -0.354 -3.012
O8 -1.044 1.404 -3.562
O9 -0.913 0.236 -1.440
C4 0.819 3.406 -0.355
F10 -0.237 3.296 0.410
F11 0.460 3.557 -1.604
F12 1.497 4.486 0.011
S4 1.991 1.910 -0.214
O10 2.158 1.409 -1.557
O11 3.214 2.371 0.402
N1 1.086 0.837 0.764
S5 1.499 1.287 2.287
O12 2.512 0.350 2.756
O13 1.592 2.683 2.572
C5 -0.103 0.807 3.187
F13 -1.130 1.484 2.677
F14 -0.300 -0.475 3.049
F15 0.008 1.130 4.470

Calculated values
* HOMO-LUMO gap: 9.7 eV
* E_tot: -4912.7562 Ha
* LUMO: 4.620 eV
* strongest force on any atom: 5.4 eV/A
* net charge: -2
* ΔE to the lowest compared entry with this formula, charge and spin: 0.000 eV

[2]
The following is a DFT calculation (ωB97M-V with the def2-TZVPD basis set) of a molecular structure, C5F15O15S5V at a distorted geometry.

CARTESIAN COORDINATES (ANGSTROEM)
V1 -0.345 0.052 -0.083
C1 1.203 2.515 -3.148
F1 0.169 3.136 -2.742
F2 1.534 2.992 -4.374
F3 2.279 2.593 -2.379
S1 0.693 0.646 -3.319
O1 -0.540 0.685 -4.159
O2 1.826 0.068 -4.013
O3 0.592 0.043 -1.949
C2 1.176 -4.195 -1.495
F4 1.120 -5.480 -1.823
F5 2.424 -3.975 -1.071
F6 1.028 -3.491 -2.618
S2 -0.170 -3.671 -0.314
O4 -1.456 -4.100 -0.949
O5 0.139 -4.228 0.993
O6 -0.134 -2.210 -0.255
C3 -2.783 0.904 3.718
F7 -2.541 2.085 4.114
F8 -3.389 0.269 4.687
F9 -3.604 0.786 2.608
S3 -1.098 -0.073 3.443
O7 -0.102 0.331 4.447
O8 -1.459 -1.464 3.526
O9 -0.662 0.213 2.040
C4 4.106 -0.798 1.279
F10 5.412 -0.619 0.975
F11 3.731 -1.852 0.585
F12 4.042 -0.977 2.607
S4 3.142 0.759 0.727
O10 3.307 1.716 1.789
O11 3.780 1.104 -0.523
O12 1.730 0.500 0.535
C5 -3.687 2.561 0.136
F13 -2.920 2.955 1.251
F14 -4.752 1.756 0.542
F15 -4.092 3.661 -0.544
S5 -2.693 1.386 -0.920
O13 -1.369 1.917 -0.752
O14 -2.547 0.096 -0.267
O15 -3.089 1.406 -2.307

Calculated values
* ⟨S²⟩: 3.753
* HOMO-LUMO gap (spin up / spin down): 6.1 / 8.2 eV
* spin multiplicity: 4
* E_tot: -5752.2446 Ha
* LUMO (spin up / spin down): 6.331 / 6.330 eV
* strongest force on any atom: 5.0 eV/A
* net charge: -3
* ΔE to the lowest compared entry with this formula, charge and spin: 2.064 eV

[3]
The following is a DFT calculation (ωB97M-V with the def2-TZVPD basis set) of C5F3IN2 in the gas phase at a distorted geometry.

CARTESIAN COORDINATES (ANGSTROEM)
F1 2.141 0.646 -0.214
C1 0.744 0.809 0.076
N1 0.117 1.887 0.425
C2 -1.204 1.688 0.260
F2 -2.254 2.530 0.341
C3 -1.562 0.375 0.076
I1 -3.395 -0.362 -0.461
C4 -0.239 -0.292 -0.003
N2 -0.244 -1.462 -1.412
C5 0.536 -1.544 -0.431
F3 1.494 -2.374 -0.074

Calculated values
* HOMO-LUMO gap (spin up / spin down): 7.2 / 7.2 eV
* SMILES string: FC1=NC(F)=C(I)[C@@]12N=C2F
* E_tot: -897.1458 Ha
* LUMO (spin up / spin down): -1.895 / -1.895 eV
* strongest force on any atom: 4.9 eV/A
* ΔE to the lowest compared entry with this formula, charge and spin: 1.898 eV

[4]
The following is a DFT calculation (ωB97M-V with the def2-TZVPD basis set) of a gas-phase ion, C5H10 (charge -1) at a distorted geometry.

CARTESIAN COORDINATES (ANGSTROEM)
C1 -1.235 -1.519 -0.236
C2 -1.027 -0.026 -0.008
C3 0.428 0.396 0.163
C4 1.159 -0.049 1.182
C5 0.976 1.472 -0.751
H1 -0.937 -1.885 -1.222
H2 -0.658 -2.078 0.501
H3 -2.269 -1.800 0.026
H4 -1.395 0.531 -0.859
H5 -1.531 0.272 0.916
H6 2.177 0.277 1.372
H7 0.818 -0.820 1.871
H8 1.870 1.082 -1.249
H9 0.330 1.811 -1.555
H10 1.295 2.336 -0.151

Calculated values
* ⟨S²⟩: 0.751
* HOMO-LUMO gap (spin up / spin down): 3.0 / 9.6 eV
* spin multiplicity: 2
* E_tot: -196.4219 Ha
* LUMO (spin up / spin down): 4.483 / 4.489 eV
* strongest force on any atom: 1.1 eV/A
* net charge: -1
* ΔE to the lowest compared entry with this formula, charge and spin: 0.083 eV

[5]
The following is a DFT calculation (ωB97M-V with the def2-TZVPD basis set) of C5H10 in the gas phase at a distorted geometry.

CARTESIAN COORDINATES (ANGSTROEM)
C1 2.155 -0.169 -0.074
C2 0.726 -0.701 -0.154
C3 -0.560 -0.015 -0.292
C4 -0.633 1.576 -0.044
C5 -1.755 -1.059 -0.003
H1 2.411 -0.846 0.935
H2 2.538 -0.274 -0.957
H3 2.301 0.885 0.399
H4 0.893 -1.817 0.018
H5 -1.259 1.827 0.788
H6 0.236 2.119 0.187
H7 -0.980 1.832 -0.995
H8 -2.522 -0.615 -0.701
H9 -1.384 -1.962 -0.203
H10 -2.166 -0.782 1.095

Calculated values
* HOMO-LUMO gap: 9.5 eV
* SMILES string: CC=C(C)C
* E_tot: -196.3650 Ha
* LUMO: 1.061 eV
* strongest force on any atom: 10.0 eV/A
* ΔE to the lowest compared entry with this formula, charge and spin: 3.902 eV

[6]
The following is a DFT calculation (ωB97M-V with the def2-TZVPD basis set) of 2 unconnected molecules or ions with the total composition C5H10.

CARTESIAN COORDINATES (ANGSTROEM)
C1 1.479 -0.811 -0.281
C2 -0.458 0.005 -0.025
C3 -1.457 -0.884 -0.472
C4 -0.253 0.825 1.191
C5 -0.227 1.458 -0.193
H1 2.099 0.073 -0.118
H2 1.659 -1.557 0.499
H3 1.697 -1.228 -1.274
H4 0.014 -1.062 -0.526
H5 -1.885 -1.604 0.217
H6 -1.854 -0.788 -1.476
H7 -1.135 0.963 1.811
H8 0.687 0.765 1.726
H9 -1.093 2.027 -0.521
H10 0.727 1.818 -0.560

Calculated values
* HOMO-LUMO gap: 8.0 eV
* E_tot: -196.2810 Ha
* LUMO: 1.062 eV
* strongest force on any atom: 0.3 eV/A
* ΔE to the lowest compared entry with this formula, charge and spin: 6.188 eV

[7]
The following is a DFT calculation (ωB97M-V with the def2-TZVPD basis set) of 2 unconnected molecules or ions with the total composition C5H10 at a distorted geometry.

CARTESIAN COORDINATES (ANGSTROEM)
C1 -0.949 -0.870 0.672
C2 -1.404 0.476 0.299
C3 0.652 1.330 -0.778
C4 1.459 0.400 -0.056
C5 0.256 -1.293 -0.095
H1 -0.912 -1.026 1.764
H2 -1.417 -1.873 0.181
H3 -1.845 0.627 -0.665
H4 -1.860 1.079 1.098
H5 0.935 1.481 -1.839
H6 0.247 2.237 -0.384
H7 1.421 0.510 1.024
H8 2.513 0.374 -0.415
H9 0.860 -2.070 0.352
H10 0.045 -1.382 -1.160

Calculated values
* HOMO-LUMO gap (spin up / spin down): 8.2 / 7.9 eV
* E_tot: -196.2985 Ha
* LUMO (spin up / spin down): 0.590 / 0.566 eV
* strongest force on any atom: 3.5 eV/A
* ΔE to the lowest compared entry with this formula, charge and spin: 5.710 eV

[8]
The following is a DFT calculation (ωB97M-V with the def2-TZVPD basis set) of a molecular structure, C5H10AgO3 at a distorted geometry.

CARTESIAN COORDINATES (ANGSTROEM)
O1 1.177 -0.008 0.394
Ag1 1.952 1.816 -0.758
O2 0.478 2.029 0.948
C1 0.230 0.786 1.122
O3 -1.034 0.291 0.986
C2 1.159 -1.409 0.611
C3 2.369 -2.011 -0.070
H1 1.166 -1.597 1.697
H2 0.231 -1.845 0.208
H3 3.301 -1.574 0.315
H4 2.393 -3.096 0.099
H5 2.328 -1.832 -1.154
C4 -1.691 0.513 -0.489
C5 -2.544 1.755 -0.470
H6 -0.861 0.264 -1.163
H7 -2.328 -0.314 -0.849
H8 -1.944 2.666 -0.336
H9 -3.295 1.703 0.331
H10 -3.086 1.863 -1.422

Calculated values
* ⟨S²⟩: 0.761
* HOMO-LUMO gap (spin up / spin down): 5.0 / 8.6 eV
* spin multiplicity: 2
* E_tot: -569.0535 Ha
* LUMO (spin up / spin down): -0.841 / -1.062 eV
* strongest force on any atom: 2.4 eV/A
* ΔE to the lowest compared entry with this formula, charge and spin: 0.000 eV

[9]
The following is a DFT calculation (ωB97M-V with the def2-TZVPD basis set) of a molecular structure, C5H10AgO3 at a distorted geometry.

CARTESIAN COORDINATES (ANGSTROEM)
C1 1.174 -1.407 1.482
O1 1.549 -0.422 0.539
C2 1.160 -0.722 -0.786
H1 1.471 -1.050 2.475
H2 0.081 -1.552 1.470
H3 1.685 -2.358 1.267
H4 0.868 0.355 -1.181
H5 1.797 -1.565 -1.108
Ag1 2.065 1.757 0.994
O2 0.320 2.908 -0.183
C3 -0.696 2.219 -0.441
C4 -1.139 1.193 0.402
O3 -2.120 0.299 0.050
C5 -2.102 -0.450 -0.978
H6 -1.065 2.160 -1.488
H7 -1.075 1.271 1.486
H8 -2.603 -1.413 -0.864
H9 -1.620 -0.094 -1.895
H10 0.250 -1.129 -1.244

Calculated values
* HOMO-LUMO gap (spin up / spin down): 6.8 / 7.9 eV
* E_tot: -568.7224 Ha
* LUMO (spin up / spin down): -5.382 / -4.617 eV
* strongest force on any atom: 3.1 eV/A
* net charge: +1
* ΔE to the lowest compared entry with this formula, charge and spin: 0.000 eV

[10]
The following is a DFT calculation (ωB97M-V with the def2-TZVPD basis set) of 2 unconnected molecules or ions with the total composition C5H10BN at a distorted geometry.

CARTESIAN COORDINATES (ANGSTROEM)
B1 1.367 -0.522 -0.010
C1 0.355 -1.608 0.344
C2 -2.353 0.062 0.222
C3 -1.482 1.179 0.646
C4 0.077 -0.388 -0.777
C5 -1.118 0.427 -0.565
N1 3.945 0.843 0.326
H1 0.274 -2.530 -0.248
H2 -0.146 -1.445 1.201
H3 -2.372 -0.891 0.799
H4 -3.121 0.295 -0.466
H5 -1.704 2.212 0.506
H6 -0.834 0.897 1.495
H7 -0.016 -0.976 -1.744
H8 -1.580 0.905 -1.448
H9 4.503 0.069 0.211
H10 4.207 1.473 -0.493

Calculated values
* HOMO-LUMO gap (spin up / spin down): 9.1 / 7.2 eV
* E_tot: -275.8336 Ha
* LUMO (spin up / spin down): -0.170 / -0.216 eV
* strongest force on any atom: 4.6 eV/A
* ΔE to the lowest compared entry with this formula, charge and spin: 8.553 eV